1.
Below is a molecular structure, C34H59ClN2O2PtSi at a distorted geometry, with properties calculated with ωB97M-V/def2-TZVPD.

```
100
Properties=species:S:1:pos:R:3:lowdin_spin:R:1
Pt 0.13815 0.53851 0.75302 1.0438
Cl -1.70951 -1.95725 1.50390 0.0577
Si 0.36467 2.10850 -2.11414 0.0419
O 0.86955 -2.21357 -0.95093 0.0003
O -1.45839 -1.95977 -3.99991 0.0002
N -1.24239 1.59907 1.82613 0.1263
N 1.55632 1.19461 2.10064 0.1304
C -3.59364 -3.00012 -3.59166 0.0000
C 1.80467 -0.07351 4.69873 0.0022
C -1.33382 2.43092 -2.81767 0.0037
C -3.15365 0.98340 -0.30552 0.0155
C 2.22953 -2.34176 -1.75858 0.0001
C -0.16847 -1.16310 1.88954 0.2049
C -0.06947 -3.39141 -0.89470 -0.0006
C 1.49933 2.44847 2.55543 0.0099
C 2.72511 2.97258 3.26124 0.0053
C 0.02250 -4.20076 -2.14759 -0.0001
C 3.63884 0.10557 1.32239 0.0124
C 3.88387 -1.15391 3.82344 -0.0017
C -0.93560 2.86873 2.14913 0.0101
C -3.45698 0.75157 1.13649 0.0146
C -1.03883 -1.88359 -6.37709 0.0000
C 3.11008 -3.28745 -0.99333 -0.0001
C -4.70298 0.25864 1.52158 -0.0017
C 4.83327 -1.36763 2.83054 0.0136
C 1.61247 1.91616 -3.51188 0.0108
C 0.37157 0.44170 -1.22366 0.1332
C 0.91739 3.48915 -1.00441 0.0158
C -2.78908 -1.70881 -3.55160 0.0003
C -0.94148 -1.14549 -5.05271 0.0000
C 2.67929 0.33196 2.34132 0.0062
C -2.79173 0.79004 3.50641 0.0121
C 4.70198 -0.76024 1.58645 -0.0021
C -2.50496 1.03130 2.14377 0.0058
C -5.00404 0.04376 2.86398 0.0144
C -1.78425 1.11875 4.55918 0.0020
C 0.38301 3.27883 2.36849 0.0039
C -2.11389 3.78582 2.33215 0.0048
C 3.60392 0.79119 -0.00742 0.0037
C 2.81034 -0.28818 3.60586 0.0120
C -4.04369 0.28089 3.85035 -0.0021
H 2.92193 2.43204 4.20045 -0.0002
H 0.90153 -0.67907 4.54744 0.0014
H -3.66956 -3.38493 -4.61345 0.0000
H -1.45654 -0.16821 -5.09728 0.0000
H 2.63138 1.25806 -0.21740 0.0034
H 3.96728 -1.63971 4.79599 -0.0004
H -2.11252 0.71512 -0.55189 0.0118
H -1.97267 2.92456 -2.07510 0.0003
H 2.56351 1.52911 -3.11958 0.0003
H -2.08433 -1.95125 -6.69204 0.0000
H 5.67279 -2.03274 3.01908 0.0010
H 1.26316 1.22661 -4.29394 0.0000
H 0.54109 4.33855 2.57889 0.0000
H -1.83434 1.50860 -3.14720 0.0004
H 0.97079 -4.76244 -2.20723 0.0000
H 2.55990 4.02787 3.50921 0.0011
H 0.74675 -1.38468 -0.32831 0.0040
H -0.38930 -0.18676 -1.71706 0.0160
H 3.81490 0.06322 -0.80747 0.0008
H 1.81705 2.89083 -3.97478 0.0020
H -1.77034 2.19520 4.78651 0.0008
H 1.77813 3.20841 -0.38330 0.0025
H 0.11181 -0.95163 -4.80710 0.0000
H -0.77889 -4.95532 -2.09816 -0.0001
H 2.23543 -0.39985 5.65471 0.0000
H 1.37703 0.05096 -1.44731 0.0116
H 0.21673 -3.97067 -0.00752 0.0001
H -2.03096 0.57980 5.47988 0.0001
H -1.77307 4.82168 2.44794 0.0009
H -1.24467 3.10277 -3.68382 0.0005
H 1.50158 0.97544 4.80844 0.0003
H -3.13438 -3.78056 -2.97519 0.0000
H 4.37896 1.57330 -0.08920 0.0005
H -0.76661 0.82923 4.26532 0.0001
H 2.62029 -1.32091 -1.80316 0.0002
H 1.88085 -2.66013 -2.75406 0.0000
H -4.60634 -2.82241 -3.21677 0.0000
H -2.79559 3.73117 1.46300 -0.0001
H 3.62804 2.90860 2.62978 -0.0001
H 2.61109 -4.25126 -0.83001 0.0000
H 5.44031 -0.93073 0.80036 -0.0004
H -2.71473 -1.35604 -2.50616 0.0004
H -0.23543 -0.88129 2.94147 0.0108
H -3.80294 0.35096 -0.92548 0.0010
H -2.69262 3.50633 3.23200 -0.0003
H -4.24741 0.10591 4.90838 -0.0004
H 0.63184 -1.89857 1.74798 0.0156
H 0.10606 3.81377 -0.34008 0.0029
H -0.47047 -1.35965 -7.14977 0.0000
H -1.05799 -2.96002 -0.74995 0.0001
H -5.43777 0.06049 0.73671 -0.0004
H -3.27557 -0.91828 -4.15756 0.0000
H -0.65518 -2.90633 -6.29350 0.0000
H -5.98612 -0.33467 3.14991 0.0010
H 3.38033 -2.81760 -0.03466 0.0000
H -0.13059 -3.59150 -3.05844 0.0000
H 1.21058 4.33779 -1.64236 0.0010
H -3.31819 2.02730 -0.60632 0.0006
H 4.04503 -3.50007 -1.52819 0.0000
```

For the largest force on an atom, the calculation gives 2.7 eV Å⁻¹. The electronic energy is -66932.917 eV. The LUMO energy (alpha / beta) is 0.38 / 0.37 eV. As for the energy relative to the best compared isomer or geometry (same formula, charge and spin): 0.499 eV. As for the spin multiplicity: 3. Its HOMO energy (alpha / beta) is -5.17 / -6.01 eV.


2.
Below is a molecular structure, C34H59ClNPSiW at a distorted geometry, with properties calculated with ωB97M-V/def2-TZVPD.

```
98
Properties=species:S:1:pos:R:3:lowdin_spin:R:1
W 0.35470 1.37976 1.45989 1.6562
Cl 0.85634 -0.53877 2.73660 0.0708
P -0.56469 -1.26012 -0.21985 0.0089
Si 3.87415 2.24578 1.67753 0.0259
N 2.07303 2.25662 1.81958 0.1417
C 0.04543 4.10493 -1.46257 -0.0144
C 1.14785 4.58766 2.14723 -0.0020
C -1.05483 3.69235 -0.39882 -0.0280
C -1.91009 -2.97710 -2.21053 0.0003
C 4.35611 1.73464 -0.04870 0.0033
C 2.50922 -4.05757 -1.14022 0.0000
C 0.15369 2.58587 3.25020 0.0361
C -3.03956 -2.46977 0.81155 0.0014
C -4.46770 -1.27009 2.54555 0.0006
C 2.32647 0.05435 -2.95820 0.0011
C -3.92830 -2.61638 2.05131 0.0001
C 0.19872 5.38973 2.77960 0.0746
C 1.17498 3.21226 2.41511 0.0745
C 4.41161 3.99441 2.02506 -0.0006
C 1.66174 2.54367 -3.12739 0.0002
C -2.30317 -3.06721 -3.68897 0.0001
C 4.43171 0.96723 2.91470 0.0081
C -0.87686 3.45131 3.78686 0.0618
C -2.31650 -0.11071 1.61064 0.0199
C -0.79031 4.81543 3.60386 0.0075
C 0.61023 -2.75913 -0.08314 -0.0001
C -2.94109 -0.59103 -3.63808 0.0001
C -0.96886 2.45739 0.47370 -0.2199
C -2.48559 -0.52769 -2.17260 0.0011
C 0.02338 -4.05109 0.50077 0.0000
C 1.11799 -5.10206 0.74668 0.0000
C 1.33796 3.26065 -1.73862 0.0102
C -1.39220 -1.56537 -1.89845 0.0015
C -3.37340 -0.19379 2.72338 0.0010
C -1.88754 -1.49189 1.11190 0.0035
C 1.54265 1.02691 -3.39705 0.0001
C -3.33614 -2.00456 -4.07997 0.0000
C 1.37047 -3.05656 -1.38513 0.0000
C 2.03096 -5.34687 -0.46146 0.0000
H -0.72522 -4.47111 -0.18877 0.0000
H 2.20707 3.95496 -1.62920 0.0002
H -1.36669 1.57747 -0.13267 -0.0033
H 1.31385 -2.34393 0.66244 0.0007
H -3.49037 -2.02244 -5.16453 0.0000
H -3.64161 -2.10422 -0.03448 0.0000
H 3.90982 2.37202 -0.82205 0.0001
H -2.12391 -0.22410 -4.27479 0.0000
H -1.16138 -3.74299 -1.97635 0.0000
H 3.78639 0.98238 3.80142 0.0013
H 5.45051 1.83176 -0.12730 0.0003
H -3.34722 -3.08197 2.85968 0.0000
H -5.22405 -0.89647 1.83917 0.0000
H -2.65062 -3.46451 0.52910 0.0002
H -2.85611 -0.38921 3.67555 0.0001
H 3.94743 4.36893 2.94705 -0.0002
H 0.39556 1.64674 3.82502 0.0269
H -1.28798 -1.94811 1.91701 0.0001
H -2.78731 -3.20795 -1.59052 0.0000
H 5.50353 4.04499 2.14516 0.0000
H -3.35137 -0.71113 -1.51608 0.0001
H -1.42619 0.40915 2.10043 0.0141
H 4.13344 4.66688 1.20076 0.0003
H -2.69954 -4.06745 -3.89956 0.0000
H -1.51001 5.47877 4.09550 -0.0013
H 0.68513 -3.50249 -2.12013 0.0000
H -0.54081 -1.37281 -2.58248 0.0001
H 5.46641 1.16674 3.23104 0.0013
H 1.73019 -4.76826 1.59602 0.0000
H 1.53009 2.52028 -0.93622 0.0109
H 0.58552 0.80005 -3.92755 0.0000
H -1.39886 -2.94252 -4.30078 0.0000
H -2.69543 0.51759 0.78568 -0.0004
H -3.78768 0.09055 -3.77807 0.0000
H 2.72803 2.74423 -3.30821 0.0000
H -3.84938 0.78837 2.84190 -0.0001
H 0.64405 -6.04603 1.04240 0.0000
H 0.22936 6.47777 2.66815 0.0044
H -0.42964 4.28115 -2.44580 -0.0006
H 4.11169 0.68698 -0.26510 0.0006
H 1.86745 5.01054 1.44460 0.0000
H -2.13498 0.48958 -1.95064 0.0011
H 1.75318 -2.13279 -1.84277 0.0000
H -4.76491 -3.28594 1.82057 0.0000
H 2.72516 -0.06616 -1.94688 0.0005
H -1.96785 3.50423 -1.01204 -0.0017
H -0.49989 -3.85236 1.44643 0.0000
H -4.98224 -1.42758 3.50666 0.0001
H 0.38843 5.10115 -1.11525 -0.0002
H -1.69557 2.99505 4.35537 0.0029
H 4.39996 -0.04324 2.48576 0.0007
H 3.27637 -3.58287 -0.51338 0.0000
H 2.98395 -4.30804 -2.09650 0.0000
H 1.49804 -5.96771 -1.19460 0.0000
H 1.12671 3.02131 -3.95574 0.0001
H 2.70288 -0.65915 -3.72090 0.0001
H -4.30001 -2.26287 -3.62151 0.0000
H -1.25512 4.59784 0.22409 -0.0057
H 2.89922 -5.93429 -0.13806 0.0000
```

For the largest force on an atom, the calculation gives 3.5 eV Å⁻¹. The electronic energy is -69216.000 eV. The LUMO energy (alpha / beta) is 0.18 / -0.43 eV. As for the energy relative to the best compared isomer or geometry (same formula, charge and spin): 2.883 eV. As for the spin multiplicity: 3. Its HOMO energy (alpha / beta) is -5.63 / -7.25 eV.